No. 1
Formula: C33H32BN5O8S3SbTi
Source: the Open Molecules 2025 dataset
Level of theory: ωB97M-V/def2-TZVPD

```
84
Properties=species:S:1:pos:R:3
Ti -13.8334 2.3588 -16.7893
O -12.1227 -0.2636 -19.6691
C -12.6300 0.3779 -18.6134
O -13.5740 1.1610 -18.7606
C -11.9973 0.0384 -17.3258
C -10.8885 -0.6619 -16.9469
C -10.6269 -0.8690 -15.5286
C -11.5138 -0.3927 -14.5666
C -12.6244 0.2430 -15.0604
N -12.7218 0.7045 -16.3562
C -13.8249 0.6496 -14.3634
O -14.0172 0.2865 -13.0918
O -14.7153 1.3102 -14.9758
H -12.5401 0.0654 -20.4884
H -10.1659 -1.2347 -17.5536
H -9.6732 -1.2088 -15.2067
H -11.4043 -0.5709 -13.4716
H -13.3145 -0.3362 -12.7906
C -14.4408 5.9224 -19.7384
N -15.1412 6.0614 -18.4840
C -15.3797 7.2646 -17.8795
C -16.2925 7.0920 -16.8564
N -16.5724 5.7052 -16.7987
B -17.8106 5.1953 -15.9923
N -17.1398 4.7695 -14.6537
C -16.6151 3.5568 -14.2435
C -15.9188 3.7687 -13.1255
N -16.1781 5.0893 -12.7098
C -15.7129 5.6987 -11.4617
C -16.9898 5.6840 -13.6607
S -17.7371 7.1980 -13.4426
C -15.8163 5.0613 -17.7325
S -15.7350 3.4113 -18.1383
H -14.4523 6.9509 -20.1798
H -14.8791 5.0803 -20.3090
H -13.3898 5.7217 -19.5653
H -15.0128 8.2174 -18.2267
H -16.8252 7.7939 -16.1966
H -18.5765 6.0983 -15.8414
H -18.2881 4.3004 -16.5678
H -16.8348 2.6082 -14.7624
H -15.3356 3.1211 -12.4956
H -16.0521 5.1677 -10.5608
H -16.1770 6.7017 -11.5432
H -14.6354 5.9281 -11.3928
C -6.3888 -0.6518 -13.1895
C -6.4278 0.5633 -12.5377
C -7.0132 1.7180 -13.1723
C -7.6124 1.5951 -14.3954
C -7.6264 0.3408 -15.0414
C -7.0681 -0.7891 -14.4531
Sb -8.5418 3.3293 -15.3872
C -7.6186 4.8788 -14.2252
C -8.3162 5.5989 -13.2814
C -7.7514 6.7262 -12.6607
C -6.4242 7.1650 -12.9068
C -5.6616 6.2740 -13.7498
C -6.2734 5.1949 -14.4162
C -7.5654 3.7409 -17.2638
C -6.2528 3.2165 -17.3323
C -5.4409 3.5238 -18.4423
C -5.8952 4.3437 -19.4520
C -7.1787 4.8158 -19.3950
C -8.0432 4.5131 -18.3305
H -5.9288 -1.5102 -12.7506
H -6.0165 0.6628 -11.5263
H -6.9407 2.6943 -12.7012
H -8.0710 0.2762 -16.0416
H -7.1197 -1.6893 -15.0746
H -9.3050 5.2583 -13.0030
H -8.3390 7.3686 -11.9886
H -5.9438 8.0130 -12.4416
H -4.5685 6.4255 -13.7979
H -5.7010 4.6436 -15.1482
H -5.7810 2.7051 -16.4573
H -4.4220 3.0892 -18.5202
H -5.1877 4.6930 -20.1918
H -7.5560 5.4577 -20.1808
H -9.0953 4.7740 -18.4140
O -12.3814 3.3736 -17.4726
S -12.1995 4.5122 -16.3590
O -12.3222 5.7982 -16.9566
O -13.3515 4.0194 -15.5224
O -10.9645 4.2043 -15.6211
```

Results
Spin multiplicity: 3
Orbital gap (spin up / spin down), eV: 5.18 / 5.26
Energy above the lowest of the compared OMol25 structures with the same formula, charge and spin, kcal/mol: 48.3
Total charge: -1
HOMO energy (spin up / spin down), eV: -4.006 / -4.009
DFT total energy, eV: -121410.0898

***

No. 2
Formula: C33H32Br2CrN8OS2
Source: the Open Molecules 2025 dataset
Level of theory: ωB97M-V/def2-TZVPD

```
79
Properties=species:S:1:pos:R:3
Cr -0.0777 0.3316 -0.4212
C 1.4397 -4.4516 -1.6650
N 0.0169 -4.1129 -1.8007
C -0.8972 -4.8175 -2.5747
C -2.0806 -4.2078 -2.4385
N -1.8821 -3.1222 -1.5775
C -0.5801 -3.0700 -1.1945
S 0.2243 -2.0908 -0.0462
C -2.9375 -2.2123 -1.2199
C -4.2101 -2.7181 -1.0051
C -5.2271 -1.8194 -0.7414
C -4.9327 -0.4643 -0.6878
C -3.6199 -0.0791 -0.8827
N -2.6270 -0.9362 -1.1486
H 1.5980 -5.4263 -2.1163
H 1.7145 -4.4827 -0.6155
H 2.0519 -3.7066 -2.1681
H -0.6204 -5.6916 -3.1410
H -3.0318 -4.4147 -2.8974
H -4.3961 -3.7834 -1.0116
H -6.2361 -2.1749 -0.5748
H -5.7008 0.2755 -0.5008
H -3.3435 0.9713 -0.8434
N 3.6284 1.0451 -2.3792
C 4.0285 1.6359 -1.1795
C 5.2045 2.2788 -0.8001
C 5.2376 2.7783 0.4852
C 4.1393 2.6438 1.3574
C 2.9882 1.9948 0.9705
C 2.9488 1.4785 -0.3235
N 1.9322 0.7850 -0.9935
C 2.3772 0.5764 -2.2090
C 1.5078 0.0132 -3.2492
C 1.7659 -0.1921 -4.5642
S 0.3544 -0.7329 -5.3433
C -0.4963 -0.6455 -3.8685
N 0.2131 -0.2542 -2.8493
H 4.1695 1.0012 -3.2265
H 6.0462 2.3869 -1.4739
H 6.1271 3.2878 0.8324
H 4.2078 3.0601 2.3551
H 2.1525 1.8628 1.6443
H 2.6928 -0.0618 -5.1061
H -1.5468 -0.8994 -3.7988
Br -4.4058 1.8257 4.4135
C -3.3493 1.3052 2.9763
C -2.9668 -0.0101 2.8275
C -2.0949 -0.3252 1.7983
N -1.6430 0.5753 0.9229
C -2.1083 1.8305 1.0186
C -2.9287 2.2447 2.0439
C -1.6818 2.7428 -0.0891
C -2.3422 3.9177 -0.3737
C -1.9388 4.6564 -1.4761
Br -2.8253 6.2292 -1.9144
C -0.8852 4.2079 -2.2502
C -0.2775 3.0210 -1.8909
N -0.6689 2.2891 -0.8445
H -3.3101 -0.7768 3.5093
H -1.7251 -1.3329 1.6669
H -3.2295 3.2803 2.1313
H -3.1735 4.2483 0.2337
H -0.5459 4.7622 -3.1148
H 0.5650 2.6421 -2.4556
C 1.6865 0.8075 4.2830
C 0.9528 -0.3043 3.5521
O 1.5276 -0.5725 2.2690
C 2.6050 -1.5131 2.3916
C 3.5247 -1.4661 1.1934
H 1.3807 0.8364 5.3317
H 1.4701 1.7845 3.8434
H 2.7678 0.6513 4.2569
H -0.0845 -0.0166 3.3817
H 0.9453 -1.2202 4.1495
H 2.1730 -2.5104 2.5169
H 3.1788 -1.2838 3.2928
H 2.9662 -1.5679 0.2606
H 4.2360 -2.2923 1.2628
H 4.0898 -0.5319 1.1658
```

Results
Spin multiplicity: 5
Orbital gap (spin up / spin down), eV: 7.69 / 7.62
Energy above the lowest of the compared OMol25 structures with the same formula, charge and spin, kcal/mol: 6.6
Total charge: +2
HOMO energy (spin up / spin down), eV: -13.233 / -13.316
DFT total energy, eV: -238876.7964

***

No. 3
Formula: C33H32CdIN13O4SSe
Source: the Open Molecules 2025 dataset
Level of theory: ωB97M-V/def2-TZVPD

```
86
Properties=species:S:1:pos:R:3
Cd 1.6232 -0.1590 1.4738
C 0.0752 4.1108 2.0969
C -0.8190 2.9932 2.5426
N -2.0786 3.2557 2.7811
C -2.8910 2.2535 3.1726
C -2.4771 0.9588 3.3367
C -3.4959 -0.0822 3.7245
O -3.2340 -0.7140 4.9747
C -1.1132 0.6363 3.1094
C -0.6891 -0.7224 3.3083
N 0.5203 -1.1513 3.1354
C 0.8681 -2.4793 3.4154
C -0.0071 -3.5705 3.3611
C 0.4240 -4.8438 3.6863
C 1.7317 -5.0667 4.0936
C 2.6311 -4.0120 4.1135
C 2.1969 -2.7512 3.7517
I 3.5814 -1.1523 3.7264
C -0.2367 1.6808 2.6783
O 1.0227 1.5457 2.4387
H -0.5159 5.0024 1.9013
H 0.6177 3.8119 1.1979
H 0.8206 4.3230 2.8672
H -3.9290 2.5281 3.3311
H -3.5230 -0.8821 2.9815
H -4.4838 0.3902 3.7458
H -3.1255 -0.0283 5.6408
H -1.4394 -1.4119 3.6895
H -1.0135 -3.4131 3.0070
H -0.2764 -5.6659 3.6179
H 2.0568 -6.0574 4.3827
H 3.6627 -4.1609 4.4011
N -1.7458 -2.7602 -5.7011
C -1.5109 -2.4482 -4.3753
C -1.0570 -1.1753 -4.0153
C -0.8241 -0.8682 -2.6884
C -1.0649 -1.8167 -1.7081
C -1.5477 -3.0727 -2.0446
C -1.7667 -3.3873 -3.3700
S -0.6134 -1.4892 -0.0301
O -1.2779 -2.4541 0.8087
O -0.9013 -0.1057 0.2705
N 1.0061 -1.5777 0.0783
C 1.6080 -2.8015 0.0473
N 2.8136 -2.8661 0.6385
C 3.4324 -4.0333 0.6229
C 2.8952 -5.1624 0.0252
C 1.6532 -4.9912 -0.5634
N 1.0091 -3.8352 -0.5673
H -1.3185 -2.1665 -6.3900
H -1.7809 -3.7347 -5.9431
H -0.8623 -0.4382 -4.7856
H -0.4263 0.1001 -2.4106
H -1.7203 -3.7927 -1.2581
H -2.1244 -4.3729 -3.6431
H 4.4013 -4.0599 1.1148
H 3.4087 -6.1120 0.0249
H 1.1475 -5.8081 -1.0702
C -2.3328 2.3097 -1.3819
N -1.4891 3.2588 -2.0706
C -0.1366 3.3376 -2.0222
Se 1.1001 2.1829 -1.3415
N 0.2112 4.4750 -2.6867
C -0.9057 5.1116 -3.1934
C -1.0754 6.2607 -3.9464
C -2.3700 6.5694 -4.3384
C -3.4501 5.7641 -3.9841
C -3.2826 4.6283 -3.2053
C -1.9909 4.3200 -2.8119
H -1.7368 1.7169 -0.6980
H -2.8243 1.6464 -2.0957
H -3.0869 2.8542 -0.8121
H 1.1671 4.7763 -2.7461
H -0.2355 6.8856 -4.2182
H -2.5436 7.4508 -4.9406
H -4.4419 6.0295 -4.3239
H -4.1199 4.0030 -2.9286
N 6.2049 -0.2215 -1.2334
N 5.1658 0.4395 -0.6419
N 5.0388 1.7447 -0.6968
C 3.9772 1.9371 0.0706
N 3.5072 0.7810 0.5568
N 4.2841 -0.1716 0.0842
H 6.5216 0.2646 -2.0578
H 5.9692 -1.1928 -1.3735
H 3.5582 2.9017 0.2862
```

Results
Spin multiplicity: 1
Orbital gap, eV: 7.44
Energy above the lowest of the compared OMol25 structures with the same formula, charge and spin, kcal/mol: 17.5
Total charge: 0
HOMO energy, eV: -7.199
DFT total energy, eV: -151148.0479